(A)
Molecular formula: C4H7N3O
Method: DFT, ωB97M-V/def2-TZVPD

Output
HOMO-LUMO gap, eV: 8.35
Highest occupied orbital energy, Ha: -0.3067
SMILES: C=CN(N)C(=O)N=C

Geometry as XYZ:
```
15
Properties=species:S:1:pos:R:3:lowdin_charge:R:1
C 1.60166 0.37307 1.40583 -0.019
C 0.65535 -0.35996 0.80688 -0.131
N 0.44674 -0.60374 -0.80841 -0.078
N 0.51696 -1.84902 -1.41348 0.079
C -0.57826 0.22220 -1.10837 -0.539
O -1.36746 0.18743 -2.03258 0.071
N -0.66101 0.96458 0.09617 0.007
C -1.67347 1.46842 0.65086 0.053
H 1.82160 1.37462 1.06959 0.053
H 2.05730 -0.00254 2.30995 0.045
H 0.32292 -1.29150 1.24738 0.101
H 1.35116 -1.90097 -1.98684 0.092
H -0.29737 -2.01697 -1.99697 0.089
H -2.67590 1.31496 0.25592 0.092
H -1.52022 2.11943 1.50407 0.085
```

***

(B)
Molecular formula: C4H7N3O
Method: DFT, ωB97M-V/def2-TZVPD

Output
HOMO-LUMO gap, eV: 8.51
Highest occupied orbital energy, Ha: -0.2769
SMILES: [H]/N=c1\occ(C)n1N

Geometry as XYZ:
```
15
Properties=species:S:1:pos:R:3:lowdin_charge:R:1
H -1.13769 -1.28782 3.70274 0.046
N -0.85632 -0.69027 2.95212 0.150
C -0.72686 -0.89512 1.72767 -0.397
O -0.97164 -1.98067 0.93085 0.023
C -0.63359 -1.77350 -0.37330 -0.058
C -0.15319 -0.46878 -0.50741 -0.248
C 0.45182 0.10394 -1.74176 -0.062
N -0.23785 0.12906 0.76434 -0.086
N 0.34126 1.32900 1.08879 0.093
H -1.02924 -2.59195 -0.88471 0.102
H -0.39193 0.68629 -2.21208 0.086
H 0.93878 -0.51622 -2.59905 0.113
H 1.17845 0.91740 -1.50425 0.070
H 1.19767 1.35666 1.60908 0.097
H -0.41977 1.84568 1.39161 0.069
```

***

List of relative energies, unit hartree: (A) 0.0602; (B) 0.0000

***

(A)
Molecular formula: C5H7N3O2
Method: DFT, ωB97M-V/def2-TZVPD

Output
HOMO-LUMO gap, eV: 8.72
Highest occupied orbital energy, Ha: -0.3143

Geometry as XYZ:
```
17
Properties=species:S:1:pos:R:3:lowdin_charge:R:1
C -1.26075 -1.71566 0.28103 -0.069
C -0.59931 -1.26332 1.46426 -0.142
C -1.44732 -0.60684 -0.49183 -0.058
C 1.88503 -0.36172 -0.66010 -0.405
C -0.78992 1.79977 -0.15214 0.095
N -0.39176 0.04934 1.42159 0.069
N -0.94771 0.47788 0.23612 -0.190
N 1.73721 0.94357 -0.35936 -0.105
O 1.32412 -0.97070 -1.51816 0.031
O 0.89871 1.74193 -1.00858 -0.142
H -1.58233 -2.67652 -0.09794 0.101
H -0.27630 -1.96852 2.29907 0.131
H -1.81727 -0.25033 -1.45974 0.136
H 2.83934 -0.83196 -0.05791 0.167
H -0.36523 2.42749 0.63299 0.119
H -1.27273 2.06016 -1.10875 0.130
H 2.06623 1.14544 0.57945 0.132
```

***

(B)
Molecular formula: C5H7N3O2
Method: DFT, ωB97M-V/def2-TZVPD

Output
HOMO-LUMO gap, eV: 9.52
Highest occupied orbital energy, Ha: -0.3526

Geometry as XYZ:
```
17
Properties=species:S:1:pos:R:3:lowdin_charge:R:1
O 0.69088 1.96568 -0.49910 0.116
C -0.12696 1.08833 -0.36405 -0.336
C -1.53173 1.36551 0.12097 -0.154
N -2.37745 0.21120 0.35063 0.035
C -2.07989 -0.86974 -0.27661 -0.218
N -0.82166 -1.24315 -0.64370 0.051
C 0.27794 -0.39322 -0.27438 -0.243
C 1.61678 -0.68674 -0.84517 -0.107
N 2.49308 -1.50489 -0.90219 0.152
H -1.42686 1.91818 1.07337 0.135
H -1.97181 2.09662 -0.57120 0.133
H -2.86065 -1.59869 -0.51234 0.128
H -0.60729 -2.19632 -0.90018 0.145
H 0.45700 -0.58850 0.80133 0.168
O 2.87240 0.31354 1.26505 -0.258
H 2.04262 0.81028 1.46463 0.021
H 3.35361 -0.68807 0.71294 0.232
```

***

(C)
Molecular formula: C5H7N3O2
Method: DFT, ωB97M-V/def2-TZVPD

Output
HOMO-LUMO gap, eV: 9.23
Highest occupied orbital energy, Ha: -0.3216
SMILES: [H]/N=C(\O)Cc1[nH]ncc1O

Geometry as XYZ:
```
17
Properties=species:S:1:pos:R:3:lowdin_charge:R:1
H 1.97906 -1.68364 1.06394 0.139
N 1.38682 -0.74969 0.79438 0.131
C 1.02573 -1.05587 -0.36731 -0.392
O 1.55799 -2.44120 -0.62068 -0.066
C -0.01648 -0.50958 -1.29766 -0.057
C -1.41801 -0.62620 -0.81232 -0.197
N -2.02752 -1.80533 -0.52820 0.010
N -3.29935 -1.66975 -0.16868 0.028
C -3.53080 -0.35792 -0.16422 -0.090
C -2.36914 0.34506 -0.54851 -0.280
O -2.15141 1.67740 -0.65298 0.062
H 1.02920 -2.83848 -1.32608 0.065
H 0.09874 -1.02017 -2.26617 0.126
H 0.21663 0.55263 -1.46574 0.137
H -1.61897 -2.72862 -0.59427 0.162
H -4.48922 0.04165 0.16062 0.112
H -2.94412 2.16940 -0.42089 0.110
```

***

List of relative energies, unit hartree: (A) 0.0879; (B) 0.0911; (C) 0.0000

***

(A)
Molecular formula: C5H7N3O2
Method: DFT, ωB97M-V/def2-TZVPD

Output
HOMO-LUMO gap (spin up / spin down), eV: 7.85 / 7.86
Highest occupied orbital energy (spin up / spin down), Ha: -0.2647 / -0.2648

Geometry as XYZ:
```
17
Properties=species:S:1:pos:R:3:lowdin_charge:R:1
C 2.34354 1.26547 0.18642 -0.155
C 1.37687 0.80672 1.12643 0.006
C -1.92354 1.15064 -0.25607 -0.508
C -1.13169 -1.75576 -0.26875 -0.110
C -0.67484 -0.61869 0.58878 -0.221
N 2.15802 0.85874 -1.04624 0.076
N 1.07701 0.00594 -0.86321 0.008
N 0.53985 0.02436 0.33976 -0.115
O -2.78756 1.08417 0.52036 0.148
O -1.36344 1.43476 -1.25397 0.141
H 3.21168 1.88949 0.23171 0.099
H 1.31790 1.14716 2.05400 0.063
H -2.30090 -1.72559 -0.20355 0.114
H -0.88101 -1.67592 -1.37065 0.078
H -0.77298 -2.75437 0.08776 0.075
H -0.95712 -0.48578 1.69435 0.148
H 0.76818 -0.65134 -1.56714 0.154
```

***

(B)
Molecular formula: C5H7N3O2
Method: DFT, ωB97M-V/def2-TZVPD

Output
HOMO-LUMO gap, eV: 8.38
Highest occupied orbital energy, Ha: -0.2780
SMILES: Cn1ccn(C(N)=O)c1=O

Geometry as XYZ:
```
17
Properties=species:S:1:pos:R:3:lowdin_charge:R:1
C -2.89730 -0.11274 0.07026 -0.005
N -1.50452 0.17153 0.04385 -0.090
C -0.86423 1.30248 -0.43191 -0.119
C 0.48089 1.26290 -0.43910 -0.147
N 0.90217 0.02059 0.05098 0.091
C 2.58132 0.02964 0.13698 -0.494
N 2.97597 -1.22688 0.25883 0.179
O 3.18769 1.04209 0.06547 0.106
C -0.65372 -0.75551 0.36848 -0.369
O -0.71977 -1.87924 0.74047 0.101
H -3.27631 -0.25449 1.05192 0.083
H -3.45798 0.70341 -0.43151 0.112
H -3.01526 -1.10994 -0.38941 0.108
H -1.24552 2.10335 -0.99508 0.092
H 1.18343 1.98752 -0.87380 0.121
H 2.32021 -1.92348 0.28561 0.068
H 4.00293 -1.36121 0.48797 0.162
```

***

(C)
Molecular formula: C5H7N3O2
Method: DFT, ωB97M-V/def2-TZVPD

Output
HOMO-LUMO gap, eV: 9.70
Highest occupied orbital energy, Ha: -0.3198
SMILES: c1coc(N2NCCO2)n1

Geometry as XYZ:
```
17
Properties=species:S:1:pos:R:3:lowdin_charge:R:1
C 2.98723 0.80604 -0.29895 -0.115
C 3.19129 -0.50901 -0.03794 -0.091
O 1.99859 -1.06600 0.27764 0.100
C 1.12393 -0.05167 0.18413 -0.404
N -0.18585 -0.28305 0.54553 0.018
N -1.07783 1.07680 0.37017 0.055
C -2.39376 0.49434 0.31633 -0.199
C -2.23080 -0.98375 -0.15913 -0.170
O -0.85005 -1.18670 -0.33373 -0.095
N 1.65548 1.08156 -0.15842 0.140
H 3.67969 1.56991 -0.58230 0.102
H 4.05705 -1.13807 -0.03705 0.115
H -0.76904 1.46346 -0.51901 0.091
H -3.04647 1.06196 -0.34850 0.115
H -2.80515 0.51185 1.32879 0.106
H -2.64228 -1.67583 0.58367 0.114
H -2.69203 -1.17183 -1.13124 0.117
```

***

List of relative energies, unit hartree: (A) 0.0717; (B) 0.0000; (C) 0.0829

***

(A)
Molecular formula: C3H14NO2
Method: DFT, ωB97M-V/def2-TZVPD

Output
HOMO-LUMO gap, eV: 13.20
Highest occupied orbital energy, Ha: -0.5905
Charge: +1

Geometry as XYZ:
```
20
Properties=species:S:1:pos:R:3:lowdin_charge:R:1
C 1.01692 -0.41618 -1.79335 -0.061
C 0.54843 -1.12278 -0.54929 -0.200
N -0.12700 -0.21083 0.41577 -0.050
C -0.52453 -0.88016 1.67665 -0.010
H 1.66281 0.44753 -1.66560 0.070
H 1.52444 -1.13993 -2.42804 0.093
H 0.12694 -0.06189 -2.33873 0.090
H -0.23284 -1.83864 -0.85892 0.140
H 1.30299 -1.67676 0.00721 0.131
H -0.99699 0.15109 -0.03904 0.103
H 0.51333 0.59369 0.63836 0.114
H -1.37737 -1.52817 1.43681 0.109
H -0.86298 -0.13956 2.39918 0.102
H 0.31563 -1.44611 2.10537 0.110
H 2.57971 1.94367 0.26097 0.075
H 1.83836 2.43633 1.43878 0.074
O 1.86952 1.67464 0.85452 -0.027
H -3.12142 0.28598 -1.42400 0.081
H -2.95774 1.24088 -0.24946 0.082
O -2.59485 0.42883 -0.62975 -0.027
```

***

(B)
Molecular formula: C3H14NO2
Method: DFT, ωB97M-V/def2-TZVPD

Output
HOMO-LUMO gap, eV: 11.81
Highest occupied orbital energy, Ha: -0.5497
Charge: +1

Geometry as XYZ:
```
20
Properties=species:S:1:pos:R:3:lowdin_charge:R:1
C -0.97778 -0.09611 -0.54326 -0.139
C -0.76832 -1.03696 0.62982 -0.225
C -1.63421 -2.27699 0.48639 -0.075
N 0.19511 0.85251 -0.76707 0.197
H -1.13703 -0.57926 -1.46771 0.111
H -1.80715 0.59471 -0.42241 0.137
H -1.00830 -0.45476 1.51842 0.118
H 0.29849 -1.23399 0.75883 0.097
H -2.15034 -2.27085 -0.47304 0.075
H -1.05343 -3.20059 0.40586 0.085
H -2.34876 -2.46243 1.25770 0.074
H 0.06054 1.70898 -0.25034 0.143
H 1.09129 0.39622 -0.58503 0.110
H 0.30459 1.17797 -1.73150 0.174
H 0.37369 4.87847 1.32182 0.039
H 1.70074 4.27540 0.72819 0.042
O 0.88128 4.07687 1.19975 -0.061
H 2.30722 -2.05505 -1.03122 0.069
H 3.27326 -1.15243 -0.30871 0.073
O 2.39910 -1.14169 -0.72648 -0.047
```

***

List of relative energies, unit hartree: (A) 0.0000; (B) 0.0216

***

(A)
Molecular formula: C3H5NO4
Method: DFT, ωB97M-V/def2-TZVPD

Output
HOMO-LUMO gap, eV: 9.43
Highest occupied orbital energy, Ha: -0.3424
SMILES: O=C(O)NC(=O)CO

Geometry as XYZ:
```
13
Properties=species:S:1:pos:R:3:lowdin_charge:R:1
O -0.42553 -1.71600 0.48354 0.109
C 0.45405 -0.87224 0.45448 -0.546
O 1.41977 -0.76362 1.41371 0.125
N 1.02767 -0.38580 -0.78667 0.168
C 0.41222 0.70810 -1.22458 -0.375
O 0.57686 1.50543 -2.07056 0.138
C -0.87487 0.92718 0.09732 -0.166
O -2.06055 0.30126 -0.27554 -0.060
H 1.21424 -1.39501 2.11854 0.134
H 1.93401 -0.67180 -1.14975 0.170
H -0.98408 1.97946 -0.18498 0.110
H -0.72356 1.02546 1.18032 0.121
H -1.97021 -0.64240 -0.05583 0.072
```

***

(B)
Molecular formula: C3H5NO4
Method: DFT, ωB97M-V/def2-TZVPD

Output
HOMO-LUMO gap, eV: 10.15
Highest occupied orbital energy, Ha: -0.3847
SMILES: O=C(O)/C=N\C(O)O

Geometry as XYZ:
```
13
Properties=species:S:1:pos:R:3:lowdin_charge:R:1
O -1.22773 -0.06692 1.62442 0.125
C -1.58028 0.35953 0.55720 -0.485
O -2.82476 0.80162 0.31351 0.109
C -0.75181 0.45225 -0.69111 -0.039
N 0.46137 0.13489 -0.82103 0.106
C 1.35971 -0.57091 0.20036 -0.514
O 1.74128 -1.56534 -0.65264 -0.034
O 2.36076 0.29809 0.58222 0.043
H -3.37072 0.69195 1.10894 0.136
H -1.27554 0.85160 -1.55564 0.125
H 0.84663 -0.94078 1.08786 0.144
H 1.39647 -0.99337 -1.54912 0.180
H 2.86460 0.54740 -0.20497 0.105
```

***

List of relative energies, unit hartree: (A) 0.0222; (B) 0.0000

***

(A)
Molecular formula: C6H12N
Method: DFT, ωB97M-V/def2-TZVPD

Output
HOMO-LUMO gap (spin up / spin down), eV: 6.95 / 9.08
Highest occupied orbital energy (spin up / spin down), Ha: -0.3558 / -0.5712
Multiplicity: 3
Charge: +1

Geometry as XYZ:
```
19
Properties=species:S:1:pos:R:3:lowdin_spin:R:1
C -0.02200 2.06192 1.75116 0.005
C -0.58167 1.43713 0.81090 0.004
C -0.36639 -0.89067 1.71515 0.006
C -1.45773 -0.84382 0.68934 0.006
C 0.70871 -0.22096 -2.51309 0.842
C 1.60961 -0.95197 -1.92007 0.828
N -0.30520 -0.00719 0.56475 0.043
H 0.59717 1.35942 2.39269 0.001
H -0.08778 3.13105 1.78723 0.000
H -0.54485 -0.37112 2.62890 0.001
H 0.39209 -1.67700 1.74144 0.002
H -1.52022 -1.69538 -0.07430 0.002
H -2.38296 -0.24755 0.79481 0.000
H 0.80030 0.79745 -2.56873 0.055
H -1.36704 1.83577 0.08544 0.001
H -0.00417 -0.68471 -3.14581 0.055
H 1.41013 -1.99616 -1.70144 0.052
H 2.60279 -0.65390 -1.52584 0.050
H 0.52900 -0.10928 -0.09868 0.046
```

***

(B)
Molecular formula: C6H12N
Method: DFT, ωB97M-V/def2-TZVPD

Output
HOMO-LUMO gap (spin up / spin down), eV: 5.29 / 8.47
Highest occupied orbital energy (spin up / spin down), Ha: -0.3289 / -0.5869
Multiplicity: 3
Charge: +1

Geometry as XYZ:
```
19
Properties=species:S:1:pos:R:3:lowdin_spin:R:1
C -0.07874 2.95567 -1.72188 0.031
C 1.22658 0.80850 -2.14039 0.302
C 0.30918 -1.28253 -0.33667 0.577
C 0.72057 -1.16837 2.11869 0.053
C -1.63350 -1.26024 1.20411 0.080
C -0.20622 -1.22716 0.86986 0.451
N 0.68480 1.80812 -1.95639 0.241
H -1.03862 2.68747 -1.97656 0.001
H 0.05508 3.00974 -0.64884 0.008
H 1.83153 0.13252 -2.70161 0.064
H 1.29490 -1.09645 -0.37005 0.047
H -0.29702 -1.42387 -1.24035 0.031
H 0.26043 3.73361 -2.33516 0.013
H 1.11187 -0.08164 2.27779 0.029
H 0.14366 -1.60011 3.05161 0.002
H 1.61850 -1.86497 1.96053 0.011
H -2.16779 -1.10409 0.31721 0.001
H -1.86399 -2.31327 1.57131 0.044
H -1.97123 -0.71294 2.05681 0.013
```

***

List of relative energies, unit hartree: (A) 0.0274; (B) 0.0000